DFT (ωB97M-V with the def2-TZVPD basis set) results for C6H15N4 as an isolated structure in a non-equilibrium geometry.

The total energy comes out at -12418.0196 eV. The maximum force is 4.27 eV/A. The calculation puts the relative energy (zero: lowest compared OMol25 entry of this formula, charge and spin) at 1.149 eV. Its net charge is +1. Its orbital gap is 0.36103 hartree. Its molecular weight is 143.21 g/mol.

Geometry as XYZ:
```
25
Properties=species:S:1:pos:R:3:forces:R:3
H 1.39315 1.54394 1.04308 -0.53 -0.31 0.03
C 1.09467 1.08379 0.09013 -0.77 2.18 -1.32
H -0.33141 -0.96974 2.02143 -1.03 0.85 0.36
C -0.88241 0.55246 -1.40820 -0.42 0.33 2.20
H -2.22606 -0.63980 1.87155 0.46 -0.82 0.54
C -1.16481 1.00838 1.04959 0.62 -3.19 -1.75
H -1.15647 1.40560 -1.96870 -1.56 0.31 -1.13
H -2.22466 -1.02574 -1.71474 0.02 -1.00 0.42
H -1.42689 -2.12036 0.35965 -0.13 -0.27 -0.75
H 0.04824 -1.29153 -0.30387 0.22 -0.24 1.07
H 3.59632 0.92113 -0.10814 0.09 -0.70 0.22
H 3.83801 -0.80332 -0.26932 0.12 0.38 0.16
N -0.39478 1.20586 -0.17107 2.97 -0.60 1.87
C -1.20888 -0.53626 1.48346 0.24 2.09 -1.59
H -0.78235 1.51097 1.81955 2.25 2.23 2.87
N -1.10895 -1.17592 0.15783 -1.29 -1.95 0.06
C -1.90166 -0.48058 -0.83189 -0.72 1.45 -2.71
H 1.39822 1.91029 -0.62981 0.81 -1.43 0.45
H 1.97090 -2.07036 -0.60478 0.28 -0.71 -0.01
H -2.82755 -0.01339 -0.44057 0.69 -0.24 0.00
H -2.09788 1.47765 0.97581 -1.78 0.01 -0.49
N 1.34390 -1.33457 -0.35582 0.23 1.46 0.01
C 1.91878 -0.19921 -0.08032 -0.48 0.15 -0.56
N 3.25638 -0.03219 0.04114 -0.55 0.33 -0.47
H -0.12379 0.07289 -2.02598 0.25 -0.30 0.51
```
Forces are in eV/Å.